[1]
Below is a cluster of 2 separate species, C2H8NO3P in total at a distorted geometry, with properties calculated with ωB97M-V with the def2-TZVPD basis set.

F_max in eV/Å: 4.37
E in Ha: -702.8055
Orbital gap in eV: 11.069
Energy relative to the best compared isomer or geometry (same formula, charge and spin) in kJ/mol: 163.7
HOMO in eV: -10.494

```
! RIJCOSX wB97M-V def2-TZVPD def2/J DEFGRID3
* xyz 0 1
C -1.69017 1.05406 -0.33927
C 0.93417 -1.87730 0.17469
N 1.71227 0.74568 1.04391
O 1.39476 1.52866 -1.56442
O -1.64753 0.08756 0.67417
O 1.02879 -0.85033 -0.88036
P 1.42073 0.61613 -0.45124
H -1.02090 0.73047 -1.21642
H -1.44588 1.96784 0.13096
H -2.57112 1.16475 -0.90123
H 1.33188 -1.72605 1.15743
H 1.37797 -2.65860 -0.28784
H -0.10882 -2.11994 0.33851
H 1.82990 1.66341 1.21583
H -2.54606 -0.32634 0.90529
*
```

[2]
Below is a cluster of 2 separate species, CHF3O in total at a distorted geometry, with properties calculated with ωB97M-V with the def2-TZVPD basis set.

F_max in eV/Å: 5.11
E in Ha: -413.3247
Orbital gap (alpha / beta) in eV: 8.018 / 8.086
Energy relative to the best compared isomer or geometry (same formula, charge and spin) in kJ/mol: 620.1
HOMO (alpha / beta) in eV: -13.420 / -13.468

```
! RIJCOSX wB97M-V def2-TZVPD def2/J DEFGRID3
* xyz 0 1
C -0.30904 -0.24368 -0.08248
O 0.08400 0.38173 0.95397
F -0.61746 -1.54966 0.13923
F -1.37727 0.28814 -0.73055
F 1.70973 1.40557 0.59044
H 0.51005 -0.28209 -0.87060
*
```

[3]
Below is a structure of composition C22H41ClNOP3W at a distorted geometry, with properties calculated with ωB97M-V with the def2-TZVPD basis set.

F_max in eV/Å: 4.77
E in Ha: -2542.5317
Orbital gap (alpha / beta) in eV: 4.109 / 4.110
Energy relative to the best compared isomer or geometry (same formula, charge and spin) in kJ/mol: 29.1
HOMO (alpha / beta) in eV: -19.508 / -19.507

```
! RIJCOSX wB97M-V def2-TZVPD def2/J DEFGRID3
* xyz 4 3
W 0.01993 0.46479 0.39477
P 1.70531 0.94073 2.03958
P -0.81421 2.21456 -0.88946
P 1.82188 -0.02317 -1.06778
H -1.38235 -4.35350 1.15605
C -0.30408 -4.46473 1.22455
C 0.36315 -4.13637 2.34183
H -0.16246 -3.70134 3.20433
C 1.36246 0.58359 3.84044
C 2.32178 2.68931 2.21161
C 3.34377 0.04705 2.13168
C -2.65138 2.05264 -1.00816
C -0.67703 3.93502 -0.19378
C -0.40172 2.47764 -2.65467
C 2.46789 -1.66544 -0.62762
C 3.27605 1.08918 -1.12397
C 1.61634 -0.21347 -2.89192
H 0.20928 -4.74240 0.30759
H 1.45362 -4.24769 2.41991
H 0.91507 -0.41412 3.93495
H 0.67298 1.30411 4.29611
H 2.30418 0.59252 4.41813
H 1.56543 3.32173 2.69751
H 2.59283 3.12823 1.24205
H 3.21928 2.67286 2.84835
H 3.15643 -1.02773 2.23451
H 3.91364 0.38037 3.01518
H 3.99191 0.19336 1.26620
H -3.04738 2.77473 -1.74569
H -3.07438 2.26509 -0.01498
H -2.91500 1.03700 -1.34229
H -1.07480 4.64838 -0.93442
H 0.37854 4.16644 0.02958
H -1.27812 3.98511 0.73128
H -1.01746 3.28764 -3.07084
H -0.61480 1.56779 -3.22867
H 0.65227 2.74682 -2.78406
H 3.11682 -1.98964 -1.45203
H 1.62263 -2.35836 -0.53770
H 3.04031 -1.63474 0.30416
H 4.01733 0.60876 -1.77517
H 3.74014 1.26693 -0.15403
H 3.01381 2.06234 -1.55320
H 2.57462 -0.60689 -3.27558
H 1.36479 0.73771 -3.38860
H 0.82278 -0.95857 -3.05890
C -1.14624 -2.55301 -2.88476
C -2.27145 -1.66869 -3.09261
C -2.89606 -1.56341 -4.30575
C -2.57414 -2.43305 -5.35337
C -1.62113 -3.44212 -5.15115
C -0.94291 -3.55037 -3.94818
O -0.37155 -2.32999 -1.89599
H -0.13317 1.96835 1.03907
H -2.51226 -1.00974 -2.26996
H -3.63723 -0.77711 -4.42439
H -3.05574 -2.33367 -6.32268
H -1.48338 -4.17406 -5.96072
H -0.26497 -4.39330 -3.79494
Cl -2.14622 2.90209 5.21078
C -2.17693 1.54323 4.17113
C -2.93425 0.41546 4.44823
C -2.83373 -0.67350 3.58493
C -1.93115 -0.63573 2.51764
N -1.31231 0.52550 2.18361
C -1.42601 1.62044 2.99955
H -3.60236 0.45234 5.29871
H -3.41057 -1.57620 3.75888
H -1.70942 -1.52365 1.90804
H -0.82893 2.50589 2.76708
*
```

[4]
Below is a cluster of 4 separate species, C6H17O5 in total at a distorted geometry, with properties calculated with ωB97M-V with the def2-TZVPD basis set.

F_max in eV/Å: 6.25
E in Ha: -615.0139
Orbital gap in eV: 8.162
Energy relative to the best compared isomer or geometry (same formula, charge and spin) in kJ/mol: 235.1
HOMO in eV: -4.629

```
! RIJCOSX wB97M-V def2-TZVPD def2/J DEFGRID3
* xyz -1 1
O 0.92033 -1.20924 -0.70391
C 1.66691 -0.40967 -0.08811
O 2.69817 -0.41655 0.60332
C 1.25571 1.09013 -0.61620
C -0.30485 1.12421 -0.88241
C -1.45333 1.56017 -0.06946
C -0.86846 2.43813 0.96017
C -2.22495 0.40787 0.77327
H 1.56664 1.94775 -0.06577
H 1.90230 1.13633 -1.45754
H -0.34656 1.77482 -1.86148
H -0.45572 0.06736 -1.24339
H -2.19872 2.02910 -0.69415
H -0.19265 1.99196 1.66259
H -1.54892 2.85045 1.64902
H -0.36803 3.26587 0.37980
H -2.18541 -0.63575 0.22864
H -1.58397 0.34521 1.73444
H -3.29713 0.78159 0.83793
H 1.81112 -0.76486 2.15430
H 1.51382 -1.36539 3.54351
O 1.25691 -0.55532 2.95856
H 0.80227 -2.89089 0.38348
H 0.32039 -3.81190 -0.61935
O 0.51633 -3.78625 0.33749
H -0.38345 -2.82944 -3.07149
H 0.78844 -1.68924 -3.28027
O 0.39279 -2.44645 -3.55299
*
```

[5]
Below is a cluster of 2 separate species, C8H8N4O4 in total at a distorted geometry, with properties calculated with ωB97M-V with the def2-TZVPD basis set.

F_max in eV/Å: 10.51
Structure (SMILES): O=c1cc[nH]c(=O)[nH]1.O=c1cc[nH]c(=O)[nH]1
E in Ha: -829.6118
Orbital gap in eV: 9.909
Energy relative to the best compared isomer or geometry (same formula, charge and spin) in kJ/mol: 390.1
HOMO in eV: -9.649

```
! RIJCOSX wB97M-V def2-TZVPD def2/J DEFGRID3
* xyz 0 1
O -0.45314 0.29234 1.49162
C -0.33751 -0.44446 2.49429
C 0.48621 -0.19620 3.70515
C 0.37806 -1.00145 4.76233
N -0.34130 -2.13508 4.75766
C -1.09084 -2.55552 3.67844
O -1.80538 -3.58029 3.74565
N -1.00642 -1.70932 2.59865
H 1.10556 0.61309 3.66746
H 0.94338 -0.94507 5.73875
H -0.51480 -2.62081 5.59675
H -1.52076 -2.03265 1.82822
O -1.76841 0.02695 -3.03471
C -0.82738 0.73323 -3.58465
C -0.90552 2.17458 -3.59881
C 0.26785 2.67713 -3.86656
N 1.34117 1.96154 -4.23472
C 1.67483 0.64140 -3.86984
O 2.68070 0.00587 -3.68997
N 0.36867 0.06512 -3.93064
H -1.82793 2.77383 -3.33582
H 0.50793 3.79061 -3.91335
H 2.36350 2.38493 -3.63553
H 0.28154 -0.91978 -3.37038
*
```

[6]
Below is a cluster of 2 separate species, C5H9F2I in total at a distorted geometry, with properties calculated with ωB97M-V with the def2-TZVPD basis set.

F_max in eV/Å: 5.29
E in Ha: -693.2496
Orbital gap in eV: 9.465
Energy relative to the best compared isomer or geometry (same formula, charge and spin) in kJ/mol: 6.9
HOMO in eV: -9.091

```
! RIJCOSX wB97M-V def2-TZVPD def2/J DEFGRID3
* xyz 0 1
C 1.26887 0.81737 0.14963
C -0.52847 -0.22687 -1.27469
C -0.28420 -1.15332 1.39351
C -1.38081 1.31684 0.40542
C -0.21317 0.41574 -0.00174
F -2.54083 0.58168 0.57202
F -1.69543 2.29932 -0.47949
I 0.38264 -0.56761 3.37397
H 1.62276 0.92077 1.12467
H 1.63138 1.62624 -0.39155
H 1.75830 0.06441 -0.44226
H -1.51668 -0.56343 -1.37500
H -0.13934 0.42338 -2.02463
H 0.05866 -1.15652 -1.55615
H 0.41238 -1.74369 0.88965
H -1.27577 -1.39413 1.49552
H -1.26783 1.85508 1.27484
*
```

[7]
Below is a structure of composition C24H15CrNO6 at a distorted geometry, with properties calculated with ωB97M-V with the def2-TZVPD basis set.

F_max in eV/Å: 2.65
E in Ha: -2474.0513
Orbital gap (alpha / beta) in eV: 3.475 / 6.174
Energy relative to the best compared isomer or geometry (same formula, charge and spin) in kJ/mol: 0.0
HOMO (alpha / beta) in eV: -1.743 / -5.278

```
! RIJCOSX wB97M-V def2-TZVPD def2/J DEFGRID3
* xyz -1 4
O -0.27921 -1.79731 -6.74528
C -0.80001 -1.05205 -6.01744
Cr -1.73629 0.01080 -4.74770
C -1.52207 -1.45058 -3.57704
O -1.38670 -2.38246 -2.88854
C -3.33315 -0.85074 -5.31057
O -4.26877 -1.46189 -5.63662
C -1.87408 1.92931 -5.76234
C -0.53735 1.68491 -5.41495
C -0.20761 1.34114 -4.10075
C -1.19062 1.29548 -3.07993
C -0.86581 0.73858 -1.78008
C -0.48072 0.20857 -0.73883
C -0.15849 -0.34346 0.46311
C 0.99286 -1.17750 0.59894
C 1.24936 -1.90862 1.79039
C 2.39596 -2.68437 1.91832
C 3.31826 -2.76175 0.85975
C 3.06771 -2.07824 -0.33762
C 1.91324 -1.31040 -0.47547
C -2.53763 1.49813 -3.46615
C -2.87184 1.84693 -4.77951
H -2.13734 2.15980 -6.79688
H 0.24964 1.73448 -6.17118
H 0.82638 1.10256 -3.83424
H -0.81733 -0.24697 1.31614
H 0.51419 -1.84310 2.59546
H 2.57505 -3.23544 2.84359
H 4.23032 -3.35058 0.96919
H 3.76625 -2.14127 -1.17345
H 1.68145 -0.80055 -1.41117
H -3.31677 1.37106 -2.70882
H -3.91816 2.02256 -5.04085
O 0.45578 1.35759 2.44519
C 0.44812 1.36421 3.69887
C -0.75691 1.11354 4.50229
C -0.67591 0.78092 5.82510
C 0.57335 0.81581 6.48857
N 0.65592 0.42087 7.85032
O 1.76909 0.45130 8.42403
O -0.39047 0.05121 8.43254
C 1.74150 1.22962 5.80420
C 1.67565 1.56269 4.48252
H -1.71867 1.12186 3.99413
H -1.55718 0.48425 6.39192
H 2.68042 1.27437 6.35256
H 2.55856 1.90474 3.94827
*
```

[8]
Below is a structure of composition C19H29AuBrN3O2 at a distorted geometry, with properties calculated with ωB97M-V with the def2-TZVPD basis set.

F_max in eV/Å: 2.98
E in Ha: -3765.7200
Orbital gap (alpha / beta) in eV: 4.158 / 6.734
Energy relative to the best compared isomer or geometry (same formula, charge and spin) in kJ/mol: 0.0
HOMO (alpha / beta) in eV: -1.583 / -4.160

```
! RIJCOSX wB97M-V def2-TZVPD def2/J DEFGRID3
* xyz -1 2
Au 2.47222 -1.46129 0.36794
C -3.98287 0.83718 -3.39246
C -3.31483 1.87239 -2.39427
C -4.34692 1.95269 -1.19307
C -3.11432 3.21831 -3.10761
C -1.95726 1.45331 -1.83757
C -1.31393 0.26252 -2.19406
C -0.26245 -0.11754 -1.39383
Br 0.55651 -1.71843 -2.00487
C 0.23268 0.55826 -0.22675
O 0.94536 -0.03927 0.68170
C -0.23538 1.90008 -0.09272
C -1.30246 2.26107 -0.89791
C 0.33999 2.78908 0.98376
C 1.87796 2.68811 0.93015
C -0.00019 4.27370 0.82463
C -0.21427 2.29859 2.37356
H -4.99683 1.14665 -3.66244
H -4.02245 -0.15982 -2.99587
H -3.39979 0.73577 -4.34835
H -5.21463 2.50086 -1.52928
H -3.91694 2.38670 -0.32174
H -4.68357 0.94423 -0.95851
H -4.01110 3.40445 -3.73717
H -2.27223 3.08856 -3.77012
H -2.96618 4.10644 -2.48356
H -1.47446 -0.36919 -3.03233
H -1.73778 3.25879 -0.78008
H 2.23191 2.70933 -0.13522
H 2.14244 1.67867 1.34455
H 2.37837 3.53417 1.51086
H 0.39672 4.79513 -0.02793
H 0.36217 4.79641 1.71996
H -1.09974 4.53177 0.77322
H -0.08988 1.23077 2.49891
H -1.26248 2.50171 2.44039
H 0.31767 2.85127 3.13305
O 4.11095 -2.49124 -0.02953
N 3.99325 -3.61196 0.72562
C 3.17428 -4.59443 0.21239
C 2.93636 -5.70459 1.00497
C 3.63698 -5.86619 2.18077
C 4.44407 -4.83152 2.72709
C 4.69089 -3.74090 1.87428
H 2.84713 -4.43163 -0.80872
H 2.34920 -6.59609 0.65676
H 3.65199 -6.84369 2.71027
H 4.92381 -4.83760 3.69773
H 5.38690 -2.96580 2.14508
N 0.21959 -2.32698 2.34339
N 0.57252 -3.04024 1.12926
H -0.72441 -2.60394 2.61811
H 0.15444 -1.31969 2.03867
H -0.08242 -2.87193 0.34361
H 0.65340 -4.02304 1.36526
*
```